# 1
Molecular formula: C41H81BBr3F25NO18
Method: DFT, ωB97M-V/def2-TZVPD

```
! wB97M-V def2-TZVPD RIJCOSX def2/J DEFGRID3
* xyz 1 1
C 2.11685 -1.66396 3.02453
C 0.98009 -0.64201 3.15360
O 1.16119 0.56120 2.38218
B 0.19291 0.85877 1.45027
O -0.42725 2.06231 1.46241
C -0.26418 -0.19200 0.32040
C -1.43796 -0.85441 0.63486
O -2.05957 -0.55814 1.78771
C -1.98535 -1.77834 -0.26786
C -3.28588 -2.39862 0.17091
C -3.16407 -3.89341 0.59549
C -3.59832 -4.09078 2.03403
F -3.12653 -3.10559 2.85726
Br -2.82684 -5.77918 2.66592
C -5.11887 -4.20652 2.22404
F -5.39707 -4.53835 3.49314
F -5.61368 -5.16523 1.43383
Br -6.04415 -2.54582 1.84833
C -1.32149 -2.05506 -1.44271
C -2.03636 -2.97801 -2.38344
Br -1.24606 -4.74157 -2.57253
C -2.51328 -2.32793 -3.71658
C -3.90893 -1.72905 -3.51610
N -0.11514 -1.42684 -1.72556
C 0.65410 -1.68348 -2.96051
F 0.10055 -2.55502 -3.79886
F 0.68241 -0.52044 -3.63658
C 2.13276 -2.19741 -2.75165
F 2.96092 -1.18630 -3.06603
F 2.34200 -2.54712 -1.47889
C 2.65095 -3.36210 -3.67806
F 3.96721 -3.39365 -3.36323
F 2.57782 -3.00864 -4.96815
C 2.17170 -4.83831 -3.49142
F 1.81449 -5.09498 -2.24838
F 3.19238 -5.64189 -3.80980
F 1.19094 -5.09833 -4.35050
C 0.38538 -0.45977 -0.86616
C 1.58301 0.40881 -1.17414
C 2.87895 0.11631 -0.38315
C 3.68155 1.38871 -0.25618
F 3.82720 1.98762 -1.46226
F 3.01382 2.28161 0.52223
C 5.06473 1.18143 0.42388
F 4.86547 0.36628 1.47484
F 5.49094 2.36207 0.89620
C 6.16478 0.54536 -0.49340
F 6.69267 -0.51501 0.13687
F 5.60721 0.07695 -1.63116
C 7.29622 1.51461 -0.90464
F 6.77004 2.63898 -1.40006
F 7.97460 0.92451 -1.91194
C 8.32216 1.85663 0.23350
F 8.37227 3.19464 0.35255
F 7.94708 1.35719 1.41738
C 9.77690 1.39428 -0.05078
F 10.29375 2.05826 -1.07074
F 10.49424 1.68191 1.04626
F 9.83844 0.08581 -0.25439
H 2.94733 -1.31872 2.42183
H 2.46005 -1.97007 4.00423
H 1.72527 -2.57051 2.56268
H 0.03780 -1.14020 2.93962
H 0.91693 -0.32960 4.19202
H -0.62960 2.27042 2.39428
H -2.14557 -1.33845 2.35816
H -3.73884 -1.82958 0.96312
H -3.99238 -2.34307 -0.64912
H -2.15870 -4.28086 0.45075
H -3.81373 -4.50934 -0.02021
H -2.97991 -3.24998 -1.95086
H -2.59529 -3.13072 -4.44160
H -1.85545 -1.53372 -4.04890
H -4.15729 -1.11202 -4.37470
H -4.65764 -2.50655 -3.38691
H -3.93637 -1.08642 -2.63507
H 1.33551 1.44497 -0.95008
H 1.83850 0.46125 -2.22235
H 2.62351 -0.26472 0.59469
H 3.52564 -0.60392 -0.86537
C 0.39323 -6.74457 1.10456
O -0.62934 -6.40417 0.16973
H 0.62002 -5.85353 1.68591
H 0.05470 -7.53212 1.78184
H 1.30000 -7.07317 0.59079
H -0.83133 -7.19645 -0.33610
C 5.44170 -2.73578 -7.63387
O 5.35661 -3.00337 -6.23680
H 6.49306 -2.62801 -7.88515
H 5.02162 -3.55879 -8.21755
H 4.92050 -1.80886 -7.88903
H 4.42904 -3.09970 -6.01474
C 4.75926 5.21033 -1.59643
O 3.64883 5.40234 -2.46476
H 4.98378 6.16073 -1.11755
H 4.52717 4.47128 -0.82532
H 5.63533 4.88183 -2.16128
H 3.46204 4.55709 -2.88908
C -1.15276 5.27987 3.39298
O -1.34812 3.86312 3.44680
H -0.08970 5.47927 3.29934
H -1.67383 5.70065 2.52920
H -1.51917 5.74419 4.30900
H -2.29537 3.70611 3.53668
C -4.52825 4.65342 5.59657
O -4.70756 3.66107 4.57951
H -4.06107 4.17863 6.45407
H -3.88326 5.45634 5.23209
H -5.49221 5.06864 5.89655
H -5.12380 4.09503 3.83015
C 3.97116 3.35879 -5.64008
O 3.26370 3.14983 -4.41537
H 4.51518 4.29427 -5.54749
H 4.68130 2.54914 -5.82113
H 3.27807 3.43230 -6.48022
H 2.77907 2.32524 -4.49060
C -5.18691 0.77132 0.42786
O -5.46578 -0.27274 -0.50922
H -4.80748 0.30848 1.33573
H -4.43067 1.45800 0.03681
H -6.09494 1.32729 0.67168
H -5.80680 0.13793 -1.30832
C -10.16144 -1.74005 2.03109
O -8.83762 -1.22640 1.96890
H -10.10368 -2.82450 1.97130
H -10.64470 -1.46420 2.97180
H -10.76616 -1.37337 1.19586
H -8.89232 -0.25993 2.02349
C -2.61715 -7.08345 -5.45372
O -3.39872 -7.31535 -4.28142
H -2.02141 -6.18892 -5.28848
H -1.94877 -7.92690 -5.64220
H -3.26436 -6.92876 -6.32016
H -3.91580 -8.10939 -4.43973
C 1.60013 8.19139 -1.23710
O 1.44999 7.67505 -2.54930
H 0.65605 8.64392 -0.94203
H 1.84741 7.38890 -0.53404
H 2.38443 8.95382 -1.20565
H 2.29339 7.27742 -2.79116
C -3.13970 -8.65338 -0.01075
O -2.88338 -9.11615 1.31294
H -3.20935 -7.56824 0.02207
H -2.32607 -8.94115 -0.68526
H -4.08101 -9.06005 -0.38724
H -2.82316 -10.07427 1.27795
C -9.07046 2.93131 1.62533
O -8.89575 1.52150 1.46740
H -8.81643 3.18051 2.65142
H -8.41022 3.47963 0.94987
H -10.10590 3.21740 1.43478
H -9.11995 1.29337 0.55988
C 3.21286 9.14521 2.01311
O 2.22077 9.94326 2.65502
H 2.71790 8.27500 1.59093
H 3.69186 9.70847 1.20870
H 3.96944 8.81295 2.72815
H 2.66238 10.71140 3.02582
C 2.31743 -3.83492 6.83902
O 1.76038 -3.79550 5.52378
H 3.22864 -3.24302 6.82780
H 1.62614 -3.40856 7.56915
H 2.56365 -4.85873 7.12736
H 0.95577 -4.32040 5.53470
C 0.33339 9.35130 5.45906
O -0.17405 8.24620 4.71610
H 0.34600 9.08458 6.51290
H 1.34997 9.58090 5.13543
H -0.30145 10.23066 5.32461
H -0.15561 8.51108 3.79174
*
```

Results
DFT total energy	-360907.105	eV
lowest unoccupied orbital energy	-3.83	eV
frontier orbital gap	7.23	eV

Atomic partial charges in e from the Mulliken method, atoms 1 to 2: C -0.720; C 0.283

# 2
Molecular formula: C41H87F6N12O11S
Method: DFT, ωB97M-V/def2-TZVPD

```
! wB97M-V def2-TZVPD RIJCOSX def2/J DEFGRID3
* xyz 7 1
C -2.70782 -7.49721 16.65011
O -4.12102 -7.90082 16.63672
O -2.66286 -6.15080 16.27013
C -2.06208 -7.86912 17.99640
F -2.01374 -9.16060 18.30434
F -0.74959 -7.42354 17.96553
F -2.55537 -7.23398 19.01275
C -4.58315 -9.25183 16.70047
C -5.64669 -9.49479 15.59507
H -5.93162 -10.54681 15.58295
H -6.57175 -8.98645 15.86701
H -5.39440 -9.14578 14.59374
H -4.75193 -9.52197 17.74289
H -3.78523 -9.94042 16.42252
H -2.25343 -8.12031 15.87980
C -5.83883 -16.31940 20.78957
C -5.82360 -17.65707 21.57595
O -4.91577 -17.97443 22.29568
N -7.03967 -18.61646 21.47995
H -7.57747 -18.36822 22.29802
H -7.47864 -18.40137 20.59612
C -6.65255 -20.09919 21.62897
H -5.87069 -16.71722 19.77527
H -4.84637 -15.92463 21.00701
H -6.67999 -15.64824 20.96312
H -5.98058 -20.33853 20.80479
H -7.58852 -20.61888 21.42406
H -6.27211 -20.32390 22.62540
C 3.93577 -1.29276 13.66275
C 3.24445 -2.00507 12.55932
O 3.70871 -2.93611 11.96631
N 1.73605 -1.77857 12.36246
H 1.30096 -2.51546 11.82601
H 1.30673 -1.81916 13.27577
C 1.42936 -0.46233 11.70068
H 3.64676 -1.62948 14.65834
H 4.02625 -0.21227 13.55117
H 4.98269 -1.58029 13.56581
H 2.01385 0.30789 12.20393
H 0.34645 -0.35000 11.75327
H 1.68813 -0.51726 10.64327
C -16.33530 -11.15370 7.45385
C -15.99601 -11.98552 8.66450
O -16.79698 -12.61872 9.35140
N -14.49156 -11.93291 9.02316
H -13.93730 -12.57472 8.47456
H -14.18479 -11.01981 8.71943
C -14.25949 -12.20810 10.46366
H -17.39414 -10.89628 7.48037
H -16.14736 -11.80851 6.60297
H -15.81482 -10.19608 7.44046
H -14.80510 -13.10651 10.75223
H -14.60026 -11.34915 11.04175
H -13.20917 -12.46353 10.60402
C -5.57427 -2.92159 20.26291
C -4.91829 -1.54450 20.68552
O -5.49461 -0.65731 21.30050
N -3.64889 -1.22097 19.95042
H -3.45181 -1.95123 19.28112
H -3.83404 -0.44124 19.33572
C -2.56899 -0.78130 20.97883
H -5.50648 -2.95817 19.17564
H -6.59892 -3.05301 20.61067
H -5.01689 -3.70875 20.77065
H -1.62543 -0.79956 20.43343
H -2.48165 -1.41576 21.86084
H -2.87066 0.20870 21.32087
C -5.39835 -15.84451 10.27408
C -4.75520 -14.60001 9.68221
O -3.69537 -14.11517 10.17161
N -5.24041 -14.06579 8.35724
H -4.58256 -14.54748 7.76117
H -6.16210 -14.34809 8.05575
C -5.40306 -12.50656 8.38538
H -4.92054 -16.75875 9.92199
H -6.47259 -15.88741 10.09447
H -5.33190 -15.93692 11.35812
H -5.77875 -12.21490 7.40461
H -4.42399 -12.09458 8.62992
H -6.14258 -12.17292 9.11332
C -8.26952 -3.79145 11.33521
C -9.62324 -3.75118 12.07485
O -9.72361 -3.90083 13.31846
N -10.87386 -3.50148 11.22560
H -10.71074 -4.07894 10.41319
H -11.68183 -3.92305 11.66101
C -11.01097 -2.00413 11.01159
H -7.60953 -4.43668 11.91502
H -7.92094 -2.75870 11.33074
H -8.26583 -4.19803 10.32388
H -11.76934 -1.67290 10.30217
H -10.09527 -1.58100 10.59860
H -11.25271 -1.48435 11.93869
C 1.80483 -12.03694 24.57577
C 1.86147 -11.06584 25.75685
N 2.66143 -9.88454 25.43628
C 4.01406 -9.83504 25.35083
C 4.46020 -8.54020 25.10549
N 3.33869 -7.70238 25.09385
C 2.26128 -8.58231 25.28661
C 3.24911 -6.28940 25.06575
H 1.13840 -12.82631 24.92344
H 2.81299 -12.42340 24.42628
H 1.38208 -11.63801 23.65368
H 2.26179 -11.59924 26.61902
H 0.83523 -10.71958 25.87944
H 4.52161 -10.76006 25.58135
H 5.45816 -8.13653 25.01860
H 1.22596 -8.28010 25.34292
H 3.83255 -5.92684 25.91207
H 2.22978 -5.98741 25.30634
H 3.53509 -5.87344 24.09969
C -14.73849 -9.89645 25.56729
C -14.98243 -11.07564 24.56559
N -14.35188 -10.75050 23.29451
C -13.46746 -11.51780 22.56335
C -13.20159 -10.91862 21.30826
N -13.96883 -9.75894 21.34840
C -14.71071 -9.67149 22.49895
C -14.02308 -8.73316 20.30784
H -15.32070 -9.04058 25.22581
H -13.70990 -9.57775 25.73621
H -15.16617 -10.04544 26.55874
H -16.05074 -11.20348 24.39103
H -14.64912 -12.07676 24.83901
H -13.12494 -12.38252 23.11232
H -12.57244 -11.33024 20.53292
H -15.54934 -9.00844 22.65215
H -14.32353 -7.81119 20.80567
H -14.76179 -8.94660 19.53529
H -13.00353 -8.58929 19.95017
C 4.97509 -11.27932 15.14106
C 5.77012 -11.32517 13.79514
N 5.06829 -10.84098 12.66510
C 4.00390 -9.95266 12.61829
C 3.39398 -10.01991 11.34964
N 4.20531 -10.89084 10.57188
C 5.24789 -11.39641 11.37546
C 3.82274 -11.18074 9.26183
H 4.03591 -11.83194 15.16632
H 4.48837 -10.31268 15.27067
H 5.56381 -11.49678 16.03224
H 5.94001 -12.37985 13.57860
H 6.75003 -10.88093 13.96988
H 3.68754 -9.43761 13.51330
H 2.52989 -9.54062 10.91372
H 5.86885 -12.19515 10.99756
H 2.81911 -11.58879 9.14208
H 4.63638 -11.68096 8.73660
H 3.72703 -10.28733 8.64475
C -5.57139 -9.78294 24.93106
F -6.76575 -9.64234 24.40934
F -5.66052 -10.87983 25.71443
F -4.51348 -9.88317 24.07603
S -5.25362 -8.21988 26.06913
O -6.55358 -7.79459 26.60963
O -4.30690 -8.79530 27.03778
O -4.61138 -7.25257 25.17474
*
```

Results
DFT total energy	-111393.197	eV
lowest unoccupied orbital energy	-10.97	eV
frontier orbital gap	2.96	eV

Atomic partial charges in e from the Mulliken method, atoms 1 to 2: C -0.097; O -0.290